Record 1
{
  "formula": "C31H61FO13S3",
  "method": "ωB97M-V/def2-TZVPD",
  "e_tot_ev": -94973.359,
  "orbital_gap_ev": 9.482,
  "e_above_lowest_ev": 0.000,
  "smiles": "CCOS(C)(=O)=O.CCOS(C)(=O)=O.CCOS(C)(=O)=O.Fc1ccccc1.C1CCOC1.C1CCOC1.C1CCOC1.C1CCOC1",
  "symbols": ["C", "C", "O", "S", "C", "O", "O", "H", "H", "H", "H", "H", "H", "H", "H", "C", "C", "O", "S", "C", "O", "O", "H", "H", "H", "H", "H", "H", "H", "H", "C", "C", "O", "S", "C", "O", "O", "H", "H", "H", "H", "H", "H", "H", "H", "F", "C", "C", "C", "C", "C", "C", "H", "H", "H", "H", "H", "C", "C", "C", "O", "C", "H", "H", "H", "H", "H", "H", "H", "H", "C", "C", "C", "O", "C", "H", "H", "H", "H", "H", "H", "H", "H", "C", "C", "C", "O", "C", "H", "H", "H", "H", "H", "H", "H", "H", "C", "C", "C", "O", "C", "H", "H", "H", "H", "H", "H", "H", "H"],
  "positions_angstrom": [[-1.359805, -4.081914, -1.452487], [-2.460991, -3.175817, -1.911843], [-2.067721, -2.484730, -3.120391], [-3.063344, -1.365747, -3.697251], [-2.199247, 0.103103, -3.047958], [-2.932866, -1.447752, -5.119349], [-4.340654, -1.438146, -3.043385], [-1.465667, -4.621720, -0.516206], [-0.420402, -3.527808, -1.504892], [-1.284913, -4.890164, -2.189746], [-3.337030, -3.765275, -2.181895], [-2.728674, -2.450794, -1.138861], [-1.258353, 0.241228, -3.572091], [-2.086840, -0.123432, -1.990366], [-2.840835, 0.967958, -3.200594], [-1.392431, 4.988563, -2.554192], [-0.545251, 3.742506, -2.799702], [0.823597, 4.069159, -3.010069], [1.800577, 2.784348, -3.289439], [1.591673, 2.754874, -5.112099], [3.114322, 3.240779, -2.905155], [1.248514, 1.574729, -2.727600], [-1.321756, 5.703746, -3.374571], [-0.973892, 5.507423, -1.686263], [-2.427030, 4.710747, -2.377599], [-0.682137, 3.079051, -1.945308], [-0.956815, 3.307056, -3.719756], [0.543581, 2.502375, -5.257963], [2.173361, 1.935590, -5.528733], [1.894001, 3.723758, -5.490054], [-0.134300, 1.495705, 3.842348], [-1.327936, 2.389631, 3.608575], [-2.353278, 1.615188, 2.953502], [-3.808407, 2.274436, 2.736980], [-3.374309, 3.647059, 1.624932], [-4.609796, 1.291810, 2.072598], [-4.279258, 2.826970, 3.989116], [-0.447490, 0.553532, 4.294199], [0.557198, 1.958336, 4.546719], [0.362244, 1.302475, 2.893163], [-1.725322, 2.883309, 4.497182], [-1.052329, 3.212959, 2.941204], [-4.301176, 4.014463, 1.195753], [-2.643929, 3.269897, 0.915254], [-2.936709, 4.403301, 2.272527], [-1.180899, 1.458086, 0.137652], [-0.599565, 0.289380, 0.452095], [0.716166, 0.062871, 0.029761], [1.290273, -1.152796, 0.381613], [0.648769, -2.085630, 1.175729], [-0.667169, -1.847779, 1.559193], [-1.280325, -0.680937, 1.175745], [1.270694, 0.842450, -0.470472], [2.303291, -1.265939, 0.019145], [1.135283, -2.989583, 1.518493], [-1.142574, -2.577120, 2.202815], [-2.318352, -0.442016, 1.385029], [-4.566106, -3.020022, 2.166250], [-5.802868, -2.512883, 1.419419], [-6.476986, -3.796289, 0.939679], [-5.405125, -4.677509, 0.616205], [-4.305786, -4.357880, 1.461633], [-4.736807, -3.146223, 3.233541], [-3.733271, -2.336740, 2.008134], [-5.606390, -1.937973, 0.513071], [-6.455055, -1.911203, 2.053065], [-7.134922, -3.684476, 0.076839], [-7.153457, -4.205231, 1.705534], [-3.423771, -4.194935, 0.838595], [-4.151870, -5.170710, 2.172958], [1.684219, -2.018458, -2.798615], [2.108282, -3.140387, -3.732525], [3.598023, -3.243276, -3.471112], [3.998027, -1.978525, -2.953119], [2.893595, -1.073431, -2.891122], [1.497332, -2.400886, -1.797425], [0.735589, -1.597767, -3.140159], [1.915146, -2.847023, -4.766607], [1.632295, -4.105471, -3.555529], [4.171179, -3.566894, -4.345771], [3.851031, -4.008125, -2.727677], [2.864129, -0.574745, -3.867137], [2.994433, -0.374000, -2.067962], [2.961901, 3.861989, 2.868948], [2.590638, 5.130685, 2.094400], [1.513644, 4.678432, 1.063942], [1.508183, 3.260088, 1.178545], [2.692457, 2.819703, 1.763264], [2.253628, 3.580669, 3.647626], [4.004326, 3.890943, 3.174679], [3.484968, 5.514009, 1.603610], [2.166832, 5.963084, 2.660328], [1.800015, 5.084737, 0.090079], [0.501563, 4.993957, 1.312143], [3.500026, 2.757041, 1.014414], [2.592870, 1.794538, 2.128385], [4.692350, -2.469914, 3.492265], [5.877731, -2.471034, 2.530086], [5.194412, -1.948220, 1.256819], [4.183219, -1.043496, 1.716822], [4.076089, -1.117054, 3.128351], [5.072392, -2.426078, 4.516979], [4.048426, -3.341912, 3.394249], [6.211176, -3.489522, 2.321756], [6.655862, -1.809752, 2.903914], [4.625066, -2.773682, 0.817694], [5.930665, -1.473549, 0.610785], [3.055358, -1.055404, 3.510290], [4.671567, -0.342952, 3.624433]],
  "atomic_forces_ev_per_a": [[0.96, -0.50, -1.47], [-1.09, -0.19, 0.59], [-0.07, 0.06, -0.10], [0.90, 0.68, 0.42], [-0.76, -0.78, -0.48], [-0.16, 0.15, 0.34], [0.42, -0.18, -0.29], [-0.38, 0.60, 0.32], [0.06, -0.14, 0.40], [0.19, 0.10, -0.06], [-0.17, 0.14, 0.32], [-0.05, 0.07, -0.10], [0.12, -0.19, 0.14], [0.22, 0.26, 0.05], [-0.11, -0.06, 0.04], [1.32, 0.44, 0.27], [-1.69, 0.24, -0.38], [0.73, -0.89, 0.37], [0.39, 0.97, -0.59], [0.17, -0.63, 1.32], [-1.16, -0.51, -0.49], [0.12, 0.85, -0.38], [-0.15, -0.18, -0.15], [-0.33, -0.02, 0.11], [-0.04, -0.04, 0.02], [0.30, -0.23, -0.19], [0.21, -0.46, 0.20], [-0.06, 0.32, -0.15], [0.24, 0.10, 0.12], [-0.09, 0.02, -0.07], [-0.24, -0.15, 0.18], [0.08, 0.85, -0.17], [-0.94, -0.03, -0.05], [0.28, 0.65, 0.62], [-0.22, -0.71, 0.95], [0.59, 0.18, -0.04], [0.50, -0.28, -0.92], [-0.04, -0.03, -0.10], [0.05, 0.16, -0.14], [0.10, -0.10, 0.08], [-0.10, -0.48, 0.22], [0.15, -0.13, -0.13], [0.04, -0.06, -0.18], [-0.17, 0.02, -0.21], [0.00, 0.08, -0.10], [-0.43, 0.21, -0.02], [1.58, -1.14, -0.19], [-1.15, 0.12, 0.75], [0.75, 0.61, -0.29], [-0.27, 0.02, -0.01], [0.75, -0.39, 0.16], [-1.25, 1.22, -0.47], [-0.05, -0.09, -0.20], [0.08, -0.42, 0.36], [0.15, 0.01, -0.18], [-0.33, 0.11, -0.12], [0.04, -0.22, 0.34], [-0.31, 0.09, -0.64], [-0.85, -0.01, -0.17], [-0.48, -0.04, 0.36], [-0.25, 0.29, 0.15], [0.44, 0.20, 0.02], [-0.13, 0.09, -0.01], [0.07, -0.02, 0.25], [0.53, 0.19, 0.23], [0.00, 0.00, -0.05], [0.38, 0.16, -0.26], [0.40, -0.24, 0.24], [0.07, -0.58, -0.11], [0.19, -0.06, -0.05], [-0.55, 0.13, -0.29], [0.10, -0.33, -0.15], [0.23, -0.35, 0.29], [0.79, 0.20, 0.28], [-0.57, -1.37, -0.74], [0.31, 0.10, 0.13], [0.12, 0.28, 0.08], [0.01, -0.06, -0.01], [-0.23, 0.15, 0.02], [0.04, 0.59, -0.20], [-0.27, 0.08, 0.23], [-0.19, 0.50, 0.25], [0.22, 0.02, -0.03], [-0.31, -0.39, -1.16], [-0.70, 0.56, 0.12], [0.91, -0.08, 0.89], [-1.03, -0.29, -0.97], [1.27, -0.16, 0.15], [0.26, 0.47, 0.41], [-0.12, -0.16, 0.39], [-0.07, -0.04, -0.17], [0.26, -0.15, 0.37], [-0.20, -0.52, -0.31], [0.01, 0.24, 0.02], [0.01, 0.31, 0.10], [-0.38, 0.11, 0.08], [0.97, 0.72, 0.83], [-1.01, -0.84, -0.64], [-0.06, -0.28, 1.19], [-0.20, 0.91, -0.10], [0.16, -1.03, 0.51], [-0.26, -0.22, 0.07], [-0.18, 0.15, -0.24], [0.52, 0.19, 0.26], [0.19, -0.12, -0.17], [0.56, 0.01, -0.59], [-0.47, 0.09, -0.40], [-0.20, 0.26, -0.58], [-0.04, 0.21, -0.16]]
}

Record 2
{
  "formula": "C31H62Ag2N4NiO15",
  "method": "ωB97M-V/def2-TZVPD",
  "e_tot_ev": -118830.491,
  "spin_multiplicity": 5,
  "total_charge": 2,
  "s2": 6.05,
  "orbital_gap_ev": [4.926, 2.888],
  "symbols": ["Ag", "Ag", "Ni", "C", "O", "O", "O", "C", "C", "C", "O", "C", "C", "C", "O", "O", "O", "H", "H", "C", "O", "C", "C", "N", "C", "C", "O", "C", "H", "H", "H", "H", "H", "H", "H", "H", "H", "H", "H", "H", "H", "H", "H", "C", "O", "C", "C", "N", "C", "C", "O", "C", "H", "H", "H", "H", "H", "H", "H", "H", "H", "H", "H", "H", "H", "H", "H", "C", "O", "C", "C", "N", "C", "C", "O", "C", "H", "H", "H", "H", "H", "H", "H", "H", "H", "H", "H", "H", "H", "H", "H", "C", "O", "C", "C", "N", "C", "C", "O", "C", "H", "H", "H", "H", "H", "H", "H", "H", "H", "H", "H", "H", "H", "H", "H"],
  "positions_angstrom": [[-1.120389, -3.463715, -3.294175], [1.119491, -1.353785, 5.171285], [1.275071, -5.658015, -2.426835], [-1.508629, -6.448875, -3.034045], [-0.766979, -5.745245, -2.308625], [-0.721489, -7.085455, -3.687015], [-1.804649, -5.716685, -3.989685], [1.322071, -4.027665, 1.663435], [0.822681, -3.776685, 0.444555], [0.001591, -2.459345, 0.154935], [-0.629409, -2.200885, -1.038875], [-0.125419, -1.475295, 1.085885], [0.566041, -1.573045, 2.338635], [1.158931, -3.032075, 2.706495], [1.302951, -3.234945, 3.896315], [0.470221, -0.708095, 3.167695], [1.205831, -4.564655, -0.447645], [1.872811, -4.936455, 1.856275], [-0.555609, -0.526245, 0.801905], [6.212331, -0.250405, 0.632285], [5.411011, 0.816935, 0.218345], [4.376001, 0.294075, -0.695695], [3.441071, 1.376495, -1.319385], [2.793891, 2.087135, -0.326525], [1.862511, 1.427355, 0.575795], [1.105421, 2.472525, 1.401745], [1.915921, 3.357885, 2.188145], [1.178561, 4.337355, 2.979495], [6.940031, -0.538515, -0.126365], [5.613431, -1.087815, 0.990285], [6.671871, 0.033035, 1.579155], [3.825431, -0.461795, -0.135685], [4.713541, -0.405895, -1.460025], [2.950531, 0.782775, -2.090725], [4.126591, 2.027655, -1.861745], [3.525101, 2.466685, 0.257755], [2.605831, 0.832865, 1.106985], [1.118271, 0.770395, 0.125685], [0.347211, 1.970035, 2.002335], [0.644201, 3.179675, 0.712305], [0.427321, 3.896505, 3.634765], [0.735571, 5.019395, 2.253755], [1.869151, 4.887835, 3.618365], [0.591131, -0.391985, -3.569455], [-0.377149, -1.299515, -4.003935], [-1.351079, -0.689755, -4.839705], [-1.918659, -1.772485, -5.778285], [-2.515909, -2.884425, -4.979545], [-3.845379, -2.600515, -4.446545], [-4.139959, -3.673815, -3.356905], [-3.162709, -3.655775, -2.409225], [-3.525089, -4.027175, -1.049585], [1.028021, -0.739155, -2.633135], [0.088511, 0.544615, -3.328105], [1.462581, -0.145965, -4.176205], [-0.810459, 0.058025, -5.419925], [-2.151039, -0.147615, -4.335475], [-1.153329, -2.112365, -6.476045], [-2.663159, -1.535265, -6.538255], [-2.608559, -3.570015, -5.715395], [-4.497659, -2.468685, -5.309825], [-3.787019, -1.641875, -3.931085], [-4.243789, -4.672365, -3.781445], [-5.077869, -3.328455, -2.921975], [-3.903769, -3.028825, -0.830505], [-2.632199, -4.254525, -0.467215], [-4.315109, -4.761275, -0.891265], [-4.249539, 0.439325, -0.240755], [-3.674119, 1.475875, -0.935055], [-2.311649, 1.315295, -1.448945], [-1.903239, 2.584705, -2.264195], [-1.373719, 3.597125, -1.343825], [-1.140539, 4.941075, -1.864205], [0.233281, 5.060125, -2.462005], [0.273811, 4.478395, -3.739215], [-0.175529, 5.341585, -4.748135], [-5.249389, 0.834465, -0.061115], [-3.747229, 0.231895, 0.704105], [-4.478649, -0.534555, -0.673375], [-2.134699, 0.470915, -2.115135], [-1.664109, 1.262215, -0.573745], [-2.789129, 2.804075, -2.860165], [-1.205689, 2.259765, -3.036165], [-0.697899, 3.112015, -0.771075], [-1.033129, 5.503715, -0.936835], [-1.974299, 5.236725, -2.501015], [0.912291, 4.456575, -1.859695], [0.587041, 6.090645, -2.493415], [-0.864799, 6.102035, -4.381095], [-0.751159, 4.653765, -5.367535], [0.586161, 5.766125, -5.402115], [4.024781, -0.422855, 3.630815], [2.825201, 0.038255, 4.247575], [2.791081, 1.289255, 5.056345], [1.360761, 1.693695, 5.373455], [0.872771, 0.709465, 6.313135], [-0.636409, 0.718585, 6.572215], [-1.643059, 0.084605, 5.614705], [-1.243239, -1.311215, 5.455115], [-2.154529, -1.980565, 4.618215], [4.005281, -1.440335, 3.240345], [4.838441, -0.343375, 4.351745], [4.368561, 0.098585, 2.737495], [3.119301, 2.140725, 4.460195], [3.473371, 1.241435, 5.905045], [0.759661, 1.620565, 4.467125], [1.214811, 2.662625, 5.850915], [1.219301, 1.130595, 7.163235], [-0.989299, 1.680555, 6.943965], [-0.847679, 0.066045, 7.419355], [-1.540749, 0.654155, 4.690985], [-2.678559, 0.193065, 5.937315], [-1.793249, -2.946785, 4.266095], [-2.275529, -1.444825, 3.676695], [-3.031389, -2.121935, 5.250065]],
  "atomic_forces_ev_per_a": [[1.32, 0.26, 1.00], [0.53, -0.56, 1.71], [-2.82, 0.90, 2.47], [5.70, 4.59, -2.03], [1.87, 3.40, 10.29], [3.33, -11.44, -3.68], [-8.82, 3.27, -5.13], [0.00, 1.42, 2.66], [-0.48, 1.85, -0.68], [-2.38, 0.31, -4.87], [2.67, -2.18, 3.15], [1.86, -0.05, 1.23], [-1.51, -2.31, -2.45], [-0.90, 0.50, -0.74], [0.68, -0.50, 0.54], [0.14, 1.70, 0.67], [0.61, -2.09, -4.34], [-0.07, -0.01, 0.10], [-0.43, -0.08, 0.06], [0.43, -0.43, 1.31], [-2.35, 0.13, -2.23], [0.98, -0.62, 1.79], [2.43, -1.27, -2.02], [-0.33, -1.43, 1.13], [-0.64, 1.38, 0.20], [0.09, 1.41, 0.70], [0.52, -1.00, 0.70], [0.28, -0.39, -1.02], [-0.01, -0.09, 0.10], [-0.28, -0.45, -0.58], [0.57, 0.42, -0.36], [-0.83, 0.37, 0.60], [0.92, 0.83, -0.72], [-1.20, 0.45, 0.42], [0.00, 0.34, 0.05], [0.17, 1.49, 0.26], [-0.24, -0.38, 0.95], [0.31, 0.03, -0.48], [-0.03, -0.14, 0.05], [-0.64, -0.48, -0.45], [-0.12, -0.26, -0.25], [-0.32, 0.21, 0.28], [0.25, -0.22, -0.32], [0.19, 0.93, 1.64], [0.02, -0.19, -0.41], [0.07, -0.02, -1.82], [-0.33, -0.05, 0.32], [1.30, 0.33, -1.67], [1.12, -0.17, 0.54], [-2.13, 0.89, -1.57], [1.19, -1.31, 1.10], [-0.36, 2.14, -0.44], [-0.34, -0.42, 0.19], [0.12, 0.27, 0.04], [-0.32, -0.40, -1.07], [-0.24, 0.10, -0.37], [0.08, -0.21, 0.66], [0.57, -0.57, 0.71], [-0.41, 1.38, 0.38], [-0.18, -0.82, 0.39], [-0.81, -0.44, 0.46], [-0.09, 0.08, 0.08], [-0.24, -0.08, -0.19], [-0.42, -0.40, 0.13], [-0.32, -0.32, 1.64], [-0.02, 0.05, -0.38], [0.14, -0.25, -0.67], [-1.30, -0.15, 1.24], [2.12, 0.27, -2.31], [-0.77, 1.42, 0.14], [-0.38, -1.35, 0.91], [-2.12, -1.08, -1.48], [1.24, -0.98, 2.11], [0.10, -0.10, -0.85], [0.94, -0.01, 0.15], [-1.08, -0.94, -0.99], [-0.06, -0.11, 0.60], [0.13, 0.07, 0.27], [0.71, -0.11, -1.04], [-0.53, -0.55, 0.35], [0.33, -0.42, 0.14], [-0.20, 0.97, 0.41], [0.57, -0.01, -0.05], [0.38, 0.85, -0.03], [-0.73, 0.87, -0.12], [0.15, 0.15, 0.20], [0.17, 0.16, 0.29], [0.08, 0.20, 0.05], [0.14, 0.17, 0.04], [-0.27, 0.40, -0.49], [0.38, 0.17, 0.46], [0.87, 0.79, 0.68], [-0.17, 1.11, 0.15], [0.87, 0.57, -1.88], [-0.39, -1.43, -0.38], [-2.55, -0.35, 0.88], [-0.34, -0.82, 1.47], [2.07, 0.05, -1.01], [-0.35, 1.60, 0.22], [-0.12, -0.37, -0.15], [-0.91, -0.33, 0.76], [0.21, -0.22, 0.01], [-0.39, 1.01, -0.07], [0.63, -0.18, -0.47], [-0.25, -0.39, 0.25], [0.14, 0.19, -0.21], [0.64, 0.50, -0.55], [0.19, -0.99, 0.76], [0.01, 0.41, -0.51], [0.92, 0.03, 0.57], [-0.28, -0.53, -0.78], [0.11, -0.15, 0.43], [0.41, -0.15, 0.66], [-0.62, 0.43, 0.12], [-0.59, -0.08, -0.76]]
}